(1)
This record from the Open Molecules 2025 dataset describes one molecule with the formula C5H7N3O at a distorted geometry. The level of theory is the ωB97M-V functional and the def2-TZVPD basis.

```
16
Properties=species:S:1:pos:R:3:forces:R:3:mulliken_charge:R:1
C 1.37900 -0.02131 0.05143 0.20 1.40 -0.03 0.550
C -0.63263 -0.25356 -0.64931 0.83 1.85 0.86 0.686
C -1.60816 1.10449 1.33783 -4.58 0.01 -1.15 0.145
C 2.87269 -0.16334 0.27893 -0.13 -0.51 -0.75 -0.856
C -1.79099 -0.69365 -1.38857 -3.32 -0.52 4.04 -1.050
N 0.61712 -0.34584 -1.02338 -1.06 -1.84 -1.19 -0.629
N 0.69858 0.45596 1.01605 -2.70 0.72 2.05 -0.549
N -0.75207 0.34626 0.60821 6.10 -1.09 -0.61 0.351
O -1.39768 1.67048 2.35240 0.76 0.45 0.81 -0.410
H -2.74055 1.13316 0.89263 2.38 -0.26 0.46 0.110
H 2.99187 -1.25907 0.25477 0.38 0.28 0.76 0.199
H 3.62150 0.15899 -0.47878 -1.13 0.29 0.12 0.303
H 3.09574 0.34577 1.23083 0.00 -0.73 -0.32 0.292
H -1.59751 -0.66637 -2.37279 0.42 -0.17 -3.55 0.366
H -2.02279 -1.73980 -1.00421 0.20 1.07 -0.82 0.231
H -2.73412 -0.07218 -1.10605 1.66 -0.96 -0.67 0.260
```
Forces are in eV/Å.

Output
SMILES string = Cc1nc(C)n(C=O)n1
E_tot = -11814.777 eV
Net charge = 0
2S+1 = 1
HOMO energy = -10.071 eV
Energy relative to the best compared isomer or geometry (same formula, charge and spin) = 155.6 kJ/mol
HOMO-LUMO gap = 10.46 eV



(2)
This record from the Open Molecules 2025 dataset describes a 2-piece molecular cluster, C5H7N3O overall at a distorted geometry. The level of theory is the ωB97M-V functional and the def2-TZVPD basis.

```
16
Properties=species:S:1:pos:R:3:forces:R:3:mulliken_charge:R:1
C -3.04618 0.62952 -0.60289 -1.97 0.02 -0.92 -0.385
C -1.74741 0.68019 -1.04322 -0.53 0.29 -0.01 -0.356
C -1.98944 -0.47401 0.82349 1.43 1.49 -2.00 -0.184
C 0.93236 -0.48531 -0.00721 -5.21 -2.35 -0.98 0.749
C 2.95479 0.57434 0.47104 -1.43 2.51 0.94 -0.687
N -3.18836 -0.09214 0.54002 -0.50 0.01 0.01 -0.636
N 0.98915 -1.67197 -0.25052 2.70 -2.44 0.50 -0.464
N -1.08139 0.01154 -0.08493 3.83 -1.63 1.10 -0.155
O 1.47180 0.58939 0.23661 2.28 2.95 1.62 -0.232
H -4.01525 0.82346 -1.05376 0.58 0.76 -0.49 0.373
H -1.26823 1.05160 -1.94087 -0.22 0.10 0.28 0.359
H -1.71459 -1.15422 1.52686 0.76 -1.53 2.16 0.443
H 3.28754 0.50981 1.51712 -0.91 -0.11 -0.17 0.261
H 3.23236 1.55343 0.08184 0.27 -0.33 -0.07 0.238
H 3.30100 -0.21497 -0.06855 1.36 -2.02 -1.62 0.393
H 1.88185 -2.33067 -0.14503 -2.43 2.30 -0.33 0.285
```
Forces are in eV/Å.

Output
E_tot = -11812.021 eV
Net charge = 0
2S+1 = 1
HOMO energy = -7.668 eV
Energy relative to the best compared isomer or geometry (same formula, charge and spin) = 421.5 kJ/mol
HOMO-LUMO gap = 7.71 eV



(3)
This record from the Open Molecules 2025 dataset describes one molecule with the formula C5H7N3O2S at a distorted geometry. The level of theory is the ωB97M-V functional and the def2-TZVPD basis.

```
18
Properties=species:S:1:pos:R:3:forces:R:3:mulliken_charge:R:1
C 3.87081 0.06986 -0.48031 5.62 -1.05 -3.95 -0.590
C 1.74821 0.12920 0.36079 -0.18 1.59 -1.15 0.507
C -0.52898 0.18782 0.06939 -1.41 -0.35 0.80 0.602
C -1.85776 0.80515 0.03136 -1.26 2.59 -0.58 0.392
C -2.02678 2.32451 0.10397 4.14 -3.55 0.17 -1.499
H 3.94586 -1.03599 -0.85697 -0.80 1.81 0.79 0.255
H 4.42466 0.09613 0.48029 -0.64 0.36 -0.43 0.280
H 4.59212 0.65490 -1.40660 -1.94 -1.58 3.03 0.191
H -3.46453 -1.84357 -0.08589 4.07 1.46 -0.65 0.291
H -2.91930 2.66496 -0.02961 -6.01 1.23 -0.35 0.538
H -1.52277 2.84642 -0.63619 1.68 0.49 -1.75 0.377
H -1.63211 2.70474 0.97588 0.83 0.68 2.21 0.361
N 0.52157 0.86535 0.31927 1.65 -0.91 -0.74 -0.364
N -2.53181 -1.21287 -0.32447 -4.28 -1.19 0.26 -0.163
N -2.92386 0.09800 -0.17478 2.52 -1.32 0.27 -0.469
O 2.67728 0.69625 -0.56410 -3.40 -0.62 2.21 -0.265
O 2.00111 -0.79699 1.07647 0.05 0.15 -0.34 -0.489
S -0.84658 -1.53965 -0.11194 -0.63 0.20 0.21 0.044
```
Forces are in eV/Å.

Output
SMILES string = COC(=O)/N=c1\s[nH]nc1C
E_tot = -24695.785 eV
Net charge = 0
2S+1 = 1
HOMO energy = -8.660 eV
Energy relative to the best compared isomer or geometry (same formula, charge and spin) = 390.6 kJ/mol
HOMO-LUMO gap = 8.66 eV



(4)
This record from the Open Molecules 2025 dataset describes C5H7N3O2S as an isolated structure at a distorted geometry. The level of theory is the ωB97M-V functional and the def2-TZVPD basis.

```
18
Properties=species:S:1:pos:R:3:forces:R:3:mulliken_charge:R:1
C 1.74947 0.57162 0.27399 -1.20 0.39 0.38 -0.016
C 0.60850 0.92574 0.57172 2.05 -1.43 -0.61 0.539
C -2.55773 -1.40025 -0.22998 0.63 -2.91 0.13 -0.484
C -1.58336 -0.54577 -0.92931 0.88 -1.25 -1.24 -0.182
C 3.11035 0.19862 -0.13093 0.86 0.42 1.19 -1.173
N -3.46722 -0.78958 0.47691 -1.30 5.36 2.27 -0.485
N -1.62661 0.79700 -0.37019 1.56 -0.51 0.93 0.059
N -0.69622 0.99551 0.75298 -2.49 1.31 -2.16 -0.155
O -3.46678 1.81046 1.12633 0.55 1.67 1.36 -0.607
O -4.05937 1.00551 -1.11219 0.04 1.69 -1.86 -0.563
S -3.30804 0.89377 0.07480 -2.55 -5.70 1.32 1.033
H -2.94408 -2.39496 -0.50212 1.22 0.28 -0.62 0.347
H -0.56063 -0.87900 -0.85222 0.42 -0.25 -0.33 0.225
H -1.94766 -0.60292 -1.95352 0.64 1.09 -0.54 0.261
H 3.63556 1.12505 -0.55531 -0.77 -1.75 -0.23 0.276
H 3.76260 -0.05250 0.74750 -0.84 0.41 -0.26 0.325
H 3.08160 -0.79554 -0.63392 0.13 1.23 -0.57 0.286
H -1.09592 1.82396 1.18961 0.17 -0.05 0.84 0.315
```
Forces are in eV/Å.

Output
E_tot = -24689.673 eV
Net charge = 0
2S+1 = 3
HOMO energy (alpha / beta) = -4.637 / -9.047 eV
Energy relative to the best compared isomer or geometry (same formula, charge and spin) = 328.8 kJ/mol
Expectation value of S² = 2.02
HOMO-LUMO gap (alpha / beta) = 4.64 / 5.31 eV